No. 1
DFT (wB97M-V/def2-TZVPD) results for C40H29F9N5PSV as an isolated structure at a distorted geometry.

Properties
multiplicity	4
energy above the lowest of the compared OMol25 structures with the same formula, charge and spin	31.19	kJ/mol
HOMO level (alpha / beta)	-0.2447 / -0.2889	hartree
LUMO (alpha / beta)	-0.241 / -0.637	eV
net charge	0
molecular weight	864.7	g mol⁻¹
maximum force	1.9	eV/A
energy	-119674.322	eV
HOMO-LUMO gap (alpha / beta)	6.4181 / 7.2239	eV

Geometry as XYZ:
```
86
C40H29F9N5PSV wB97M-V/def2-TZVPD
V 0.069 0.336 0.333
C 0.298 -6.211 -0.034
C -2.228 -2.579 -0.336
H 1.898 -3.320 -1.747
H -0.673 2.306 -4.468
H -1.743 5.181 1.402
C 0.015 1.807 -3.798
H -1.586 -1.117 -2.931
H 2.107 2.135 1.766
C 1.015 -2.169 -4.795
C -2.754 3.858 -0.780
H -4.250 4.323 -2.247
F -6.740 -3.290 1.648
H -1.359 1.814 -2.158
H 3.524 -0.374 -1.167
F -7.167 -2.626 -0.368
H 0.126 -7.102 -0.626
H 0.910 -3.053 2.090
C 0.107 2.316 0.977
C -0.052 -4.970 -0.528
H 2.730 -3.223 -4.061
H -4.459 -2.901 2.218
C -0.889 4.513 1.462
C 2.129 0.806 -3.312
F -6.694 -4.696 0.006
P -0.406 -2.176 -0.411
H -2.710 -0.245 0.830
C -2.741 -2.608 0.961
C -4.928 -3.142 0.140
H 0.289 5.906 2.592
N 2.752 -0.753 1.171
C -0.664 -1.631 -3.172
C 0.876 -6.314 1.229
C 1.770 -2.789 -3.815
F 1.963 -7.602 2.884
F 1.919 -8.400 0.875
H -4.200 0.300 -0.766
C -0.955 3.242 0.875
C -4.432 -3.145 -1.153
H 3.829 -1.500 3.175
H 2.494 -1.331 4.245
C -3.798 1.309 -0.782
C -2.721 1.626 0.033
C 0.744 -3.930 1.484
H -5.094 -3.366 -1.983
H 1.622 1.608 -5.227
H -0.505 -4.902 -1.511
C -0.374 1.535 -2.510
H -2.730 -2.904 -2.407
C 1.335 4.058 2.214
N 2.831 -1.469 3.308
N 1.947 -0.175 0.178
C -4.355 2.274 -1.611
C 1.249 2.791 1.656
C 2.105 -0.888 2.303
H -0.779 -1.081 -5.240
C 0.249 4.925 2.134
C 0.170 -3.813 0.229
F 0.120 -8.381 2.063
H 1.545 -5.264 2.967
F 0.988 -3.114 -6.958
H -2.326 4.853 -0.804
C -3.090 -2.871 -1.389
F 2.838 -2.223 -6.291
C 1.095 -5.183 1.986
C -4.079 -2.887 1.205
C 1.503 -2.120 -6.216
H -5.193 2.021 -2.248
C 1.225 -7.675 1.767
C -0.203 -1.591 -4.477
H -2.078 -2.411 1.799
H -1.944 0.879 1.768
C -2.165 2.907 0.054
C 0.068 -2.277 -2.176
C 1.689 0.587 -2.009
C 1.293 1.425 -4.211
H 2.240 4.368 2.726
C -6.386 -3.439 0.364
F 1.156 -0.967 -6.816
N -2.117 0.576 0.813
H 3.129 0.497 -3.591
C -3.831 3.558 -1.605
C 1.296 -2.841 -2.511
N 0.429 0.922 -1.608
S 0.431 -0.518 2.654
C 2.511 -0.034 -0.989
```

=====

No. 2
DFT (wB97M-V/def2-TZVPD) results for C40H30BrN4O5OsS as an isolated structure.

Properties
energy above the lowest of the compared OMol25 structures with the same formula, charge and spin	116.00	kJ/mol
HOMO level	-0.3695	hartree
LUMO	-3.524	eV
net charge	+1
molecular weight	948.9	g mol⁻¹
maximum force	1.0	eV/A
energy	-141503.826	eV
HOMO-LUMO gap	6.5298	eV

Geometry as XYZ:
```
82
C40H30BrN4O5OsS wB97M-V/def2-TZVPD
N 1.294 2.316 0.506
C -1.270 1.335 2.527
H 1.932 5.205 2.089
S -1.402 0.769 4.141
C 0.367 -1.787 1.785
C 2.597 1.893 0.318
C -2.067 1.939 -5.166
H -2.945 5.477 3.713
C -1.465 2.383 -2.882
C 3.450 3.858 1.428
C 1.597 -1.010 -1.594
C 0.830 -2.899 -2.870
H 2.143 -4.945 0.209
C -1.177 2.454 -4.237
H -2.257 -4.144 -3.407
H -1.778 3.376 4.205
H 1.870 -3.101 -3.093
H 4.240 -0.704 -1.127
C 1.380 -4.125 2.044
C 2.166 4.272 1.596
C -3.017 4.088 0.628
N -4.201 0.819 -5.698
H -0.782 2.823 -2.164
H -4.471 0.809 -3.050
C 0.491 -5.350 2.303
C -3.049 1.707 -1.028
O -4.120 1.415 -0.617
H -0.487 -5.224 1.836
O -1.277 -0.474 -1.096
C 2.724 -4.297 2.767
H 0.593 -3.687 4.576
C 2.788 0.676 -0.381
C -3.237 1.361 -4.709
N 1.570 0.041 -0.803
H 0.958 -6.242 1.883
H 2.292 -3.189 0.304
H 3.240 -5.181 2.388
N -0.668 0.514 1.695
C -1.847 -2.391 -2.287
C 3.698 2.633 0.764
C 0.355 -2.838 3.950
C -0.273 -1.763 4.524
H 0.716 -3.938 -0.020
H -2.884 -2.181 -2.057
H -0.257 2.916 -4.569
O -5.240 0.371 -5.268
C 1.643 -4.035 0.546
H 4.283 4.454 1.780
H 6.166 0.578 -0.327
Br 0.312 -5.237 -4.371
C -1.497 -3.471 -3.033
C 5.172 0.961 -0.141
H 0.594 -1.773 0.732
H 0.338 -5.524 3.368
H -1.879 1.985 -6.229
H 0.091 3.799 1.229
H 3.366 -3.429 2.603
H -3.361 4.280 -0.380
C -2.343 2.915 0.919
C -0.135 -3.726 -3.333
C -1.905 2.619 2.199
O -2.017 2.033 -0.098
H -0.528 -1.762 5.576
H 2.595 -4.422 3.843
C -3.549 1.271 -3.371
C 0.503 -1.764 -2.063
C 1.112 3.468 1.114
C 0.684 -2.875 2.580
C -0.867 -1.493 -1.774
C 4.057 0.224 -0.604
H 2.568 -1.350 -1.941
H -3.766 5.927 1.412
Os -0.089 0.905 -0.200
C -0.584 -0.679 3.707
C -2.131 3.570 3.200
C 5.004 2.137 0.525
C -0.270 -0.676 2.353
O -3.878 0.863 -6.864
H 5.856 2.706 0.874
C -2.642 1.779 -2.448
C -2.787 4.753 2.926
C -3.242 5.008 1.637
```

=====

No. 3
DFT (wB97M-V/def2-TZVPD) results for C40H30ClIOPPdS as an isolated structure at a distorted geometry.

Properties
energy above the lowest of the compared OMol25 structures with the same formula, charge and spin	187.05	kJ/mol
HOMO level (alpha / beta)	-0.3797 / -0.3794	hartree
LUMO (alpha / beta)	-3.969 / -3.786	eV
net charge	+1
molecular weight	858.5	g mol⁻¹
maximum force	1.7	eV/A
energy	-88234.681	eV
HOMO-LUMO gap (alpha / beta)	6.3643 / 6.5373	eV

Geometry as XYZ:
```
76
C40H30ClIOPPdS wB97M-V/def2-TZVPD
H -5.104 -1.372 -1.615
C -3.598 -0.349 -0.491
H 5.436 -3.968 -0.164
H -0.094 2.928 -0.362
O 1.218 0.976 0.243
H -6.116 -3.921 2.334
H 0.400 2.741 2.532
H -2.337 -3.164 -4.926
H -2.448 -1.508 -3.114
C 2.363 1.886 2.389
H -2.600 -5.574 -4.422
H -6.030 2.644 -0.492
H 3.705 -1.471 -3.167
C 3.450 1.362 3.065
C 2.254 1.612 5.129
C 3.641 -1.956 -2.205
C -3.253 0.855 0.123
H 0.189 -3.120 2.363
Pd -0.301 -0.941 0.157
H -0.899 5.262 -0.627
H 4.035 -4.810 1.656
C 1.825 3.538 0.342
H -3.832 2.865 0.583
C 2.236 5.880 0.503
H 4.322 1.050 2.509
C -2.577 -2.561 -2.898
C -3.328 -2.532 3.656
H 5.667 -2.651 -2.249
C 3.393 1.224 4.442
H 0.305 2.493 4.988
C 0.546 3.767 -0.125
C 2.081 -4.093 2.082
C 2.329 -2.530 -0.226
C -4.543 -3.025 1.204
H 1.933 -4.736 2.936
C 1.067 -3.182 1.726
C 2.685 4.579 0.650
C 3.240 -4.141 1.362
P -2.487 -1.781 -0.250
C -4.833 -0.449 -1.124
C 1.233 2.310 3.070
C 1.194 -2.408 0.605
H 3.682 4.368 1.010
H 2.893 6.701 0.745
C 4.618 -3.368 -0.532
C -5.161 -3.420 2.376
I 0.778 -0.921 -2.364
C 0.947 6.122 0.051
C -2.705 -2.135 2.485
C -4.116 1.936 0.113
C -2.520 -3.493 -3.915
C -3.302 -2.397 1.256
C 3.418 -3.347 0.210
S 2.397 1.832 0.571
C -2.674 -4.843 -3.631
H 2.200 1.476 6.199
H -5.038 -3.490 4.514
H 4.238 0.813 4.971
C -2.899 -5.254 -2.328
H -3.036 -4.672 -0.283
H -3.043 -6.298 -2.104
C 2.486 -1.905 -1.480
C 0.102 5.071 -0.267
C -4.553 -3.179 3.600
H -2.855 -2.350 4.611
C 1.184 2.172 4.448
H 0.590 7.133 -0.057
H -6.681 0.515 -1.577
C 4.742 -2.659 -1.694
H -1.740 -1.629 2.518
C -2.775 -2.973 -1.578
C -5.713 0.618 -1.113
C -5.354 1.807 -0.495
H -5.016 -3.198 0.250
C -2.921 -4.331 -1.300
Cl -1.735 1.001 0.925
```